Record 1
Molecular formula: C3H2F3NO
Method: DFT, ωB97M-V/def2-TZVPD

Kohn-Sham gap (spin up / spin down)	9.33 / 7.57	eV
E_tot	-14827.25951	eV
HOMO energy (spin up / spin down)	-10.86 / -10.28	eV
multiplicity	1
energy relative to the best compared isomer or geometry (same formula, charge and spin)	141.38	kcal per mole

```
10
Properties=species:S:1:pos:R:3:forces:R:3:mulliken_charge:R:1
C 0.758851 -0.410890 -0.019839 -2.063 -2.758 -0.999 -0.6793
C 1.234224 0.858361 0.130249 0.197 0.685 0.166 0.1498
C -0.756060 -0.657186 0.164603 2.786 -3.567 -2.087 1.1620
N -1.395865 0.525914 0.488657 -2.715 1.088 0.971 -0.2642
O 0.598539 1.771542 0.636446 0.298 0.885 0.234 -0.4426
F -0.872652 -1.638700 1.125528 -0.479 1.407 0.196 -0.2406
F -1.163982 -1.366554 -0.989214 -0.109 1.535 0.823 -0.2710
F -1.878034 1.177108 -0.616740 0.712 -0.930 0.351 -0.0972
H 1.303848 -1.206370 -0.575714 -0.396 0.660 0.731 0.3320
H 2.171131 0.946773 -0.343974 1.770 0.995 -0.387 0.3510
```
Positions in Å, forces in eV/Å.

Record 2
Molecular formula: C11H32BInO4PS
Method: DFT, ωB97M-V/def2-TZVPD

Kohn-Sham gap	6.43	eV
E_tot	-46087.62375	eV
HOMO energy	-3.99	eV
multiplicity	1
net charge	-1

```
51
Properties=species:S:1:pos:R:3:forces:R:3:mulliken_charge:R:1
C -1.445201 -1.065249 4.263374 -0.815 -1.019 0.648 -0.5898
C -1.818148 -2.627119 3.838115 0.386 0.322 -0.357 -0.4821
C -1.974539 -2.856823 2.221315 0.607 -0.799 0.702 -0.1898
O -1.592470 -1.693640 1.393091 -1.589 -2.797 0.019 -0.3437
C -1.850717 -2.169027 -0.006631 -1.539 0.270 -0.774 -0.6390
In -0.000038 -2.247251 -1.309707 -0.878 -1.210 0.215 0.6089
P 1.183490 -0.029927 -1.633703 -0.155 -0.577 -0.255 -0.0112
S -0.006057 1.165112 -2.678921 0.005 0.659 -0.236 -0.5343
B 1.522805 -3.781520 -0.504687 0.468 -0.936 0.535 0.1416
C 2.851229 -4.020361 -1.495026 0.004 0.195 0.259 -0.7666
O 1.380045 -4.498846 0.777990 2.605 1.655 -1.089 -0.5518
H -2.311407 -0.349424 3.895538 2.054 -1.350 0.622 0.2038
H -1.440600 -1.042829 5.440238 0.014 0.044 -2.427 0.1795
H -0.375081 -0.732944 3.900662 -2.427 -0.741 0.522 0.1526
H -2.828797 -3.007140 4.338076 2.190 1.037 -0.859 0.2744
H -0.950234 -3.324884 4.212073 -1.687 1.344 -0.602 0.2175
H -1.224284 -3.729878 1.917134 -1.722 1.594 0.567 0.1705
H -3.091274 -3.225591 2.028624 2.260 0.980 0.073 0.1923
H -2.701351 -1.488791 -0.491719 1.651 -1.304 1.180 0.1775
H -2.303351 -3.273677 -0.002741 0.945 2.309 0.053 0.2303
H -0.526183 -2.850026 -2.934874 0.167 0.362 0.332 -0.3247
H 2.430135 -0.307741 -2.355534 -0.482 0.514 0.937 0.0075
H 1.507961 0.520715 -0.342425 0.486 -0.095 -0.703 0.0277
H 3.334787 -2.950811 -1.642368 -0.659 -2.159 0.296 0.1992
H 3.584585 -4.781890 -0.984828 -0.922 1.344 -1.292 0.1682
H 2.510932 -4.360523 -2.584911 0.740 0.572 2.426 0.2142
H 2.295531 -4.496481 1.229416 -1.922 -0.513 -1.111 0.2494
C 1.218542 2.644124 -7.184282 0.324 -0.063 -0.091 -1.1376
C -0.210041 2.420872 -7.654323 0.015 0.083 0.751 0.3352
C -1.077926 3.640604 -7.388578 -0.267 0.179 -0.181 -1.1782
O -0.759365 1.293714 -6.976840 -0.082 0.001 -0.172 -0.5341
H 1.251512 2.829234 -6.104665 -0.106 0.044 -0.106 0.2965
H 1.828557 1.753817 -7.370615 -0.118 0.124 -0.035 0.3004
H 1.674931 3.495530 -7.698749 -0.002 -0.038 0.049 0.3490
H -0.213553 2.192976 -8.725838 -0.093 -0.156 0.153 0.2700
H -1.126350 3.860954 -6.316333 0.158 -0.034 -0.085 0.3005
H -2.106065 3.461058 -7.720751 0.162 0.001 -0.028 0.3054
H -0.690404 4.521814 -7.909304 -0.044 -0.023 0.066 0.3469
H -0.760224 1.487097 -6.024702 0.085 -0.183 -0.219 0.3368
C 1.700126 2.312706 5.620917 0.321 -0.104 -0.168 -1.3660
C 0.271542 2.089454 5.150877 0.057 0.260 0.593 0.5471
C -0.596342 3.309186 5.416621 -0.274 0.142 -0.232 -1.3813
O -0.277781 0.962296 5.828358 0.089 0.136 0.280 -0.4404
H 1.733096 2.497815 6.700534 -0.102 0.104 -0.068 0.3434
H 2.310140 1.422399 5.434585 -0.109 0.133 -0.062 0.3264
H 2.156515 3.164111 5.106449 -0.010 -0.076 0.081 0.3765
H 0.268031 1.861558 4.079361 -0.108 -0.176 0.206 0.2792
H -0.644766 3.529536 6.488865 0.157 -0.008 -0.038 0.3446
H -1.624481 3.129640 5.084447 0.190 0.005 -0.039 0.3242
H -0.208821 4.190396 4.895895 -0.062 -0.056 0.077 0.3796
H -0.278641 1.155679 6.780497 0.037 0.003 -0.412 0.2938
```
Positions in Å, forces in eV/Å.

Which formula does entry 1 have? C3H2F3NO